[1]
Below is C74H156F12N10O24S4 as an isolated structure in a non-equilibrium geometry, with properties calculated with ωB97M-V/def2-TZVPD.

```
280
Properties=species:S:1:pos:R:3:forces:R:3
C -4.800 1.034 -6.232 0.8 1.0 0.4
O -3.642 0.231 -6.000 0.7 1.4 -0.8
C -3.907 -1.102 -5.747 -1.4 0.1 0.7
C -4.672 -1.210 -4.445 -0.9 -1.0 0.1
N -4.064 -0.492 -3.332 0.6 1.5 0.5
H -3.101 -0.887 -3.095 -0.4 0.1 -0.6
H -3.905 0.473 -3.625 0.6 0.2 -0.2
C -4.861 -0.353 -2.096 -1.1 -1.5 0.4
C -6.312 0.079 -2.205 -1.1 0.5 1.0
O -7.132 -0.990 -2.622 -0.7 -1.3 0.1
C -8.279 -1.262 -1.775 -0.6 2.0 -0.8
H -5.189 1.460 -5.279 0.0 -0.4 -0.6
H -5.510 0.464 -6.773 -1.1 -0.7 -0.2
H -4.568 1.886 -6.899 0.3 -0.5 0.5
H -2.997 -1.636 -5.657 1.0 -0.3 -0.1
H -4.522 -1.569 -6.530 0.0 0.1 0.0
H -4.703 -2.234 -4.116 -0.4 -0.5 -0.2
H -5.687 -0.838 -4.561 -0.1 -0.1 0.0
H -4.421 0.367 -1.421 0.8 0.0 0.0
H -4.886 -1.377 -1.650 0.2 0.9 0.0
H -6.542 1.034 -2.759 0.5 -0.9 0.2
H -6.612 0.280 -1.150 0.4 0.3 -0.5
H -8.938 -2.011 -2.201 0.4 -0.2 -0.5
H -8.871 -0.323 -1.727 0.1 -0.4 -0.1
H -8.112 -1.517 -0.742 1.0 -0.3 0.4
C -8.513 1.179 1.455 0.1 -0.2 1.1
O -7.299 0.413 1.570 0.2 0.9 -0.3
C -6.334 1.014 2.438 0.3 -1.5 1.2
C -4.942 0.332 2.170 -0.9 -0.6 -0.1
N -5.148 -1.033 1.634 -0.8 -0.5 0.5
H -5.902 -1.041 0.971 -1.2 0.4 -0.2
H -4.402 -1.383 0.993 1.3 0.0 0.4
C -5.480 -2.126 2.598 0.3 -0.6 -1.7
C -5.831 -3.364 1.739 0.7 0.5 0.3
O -6.839 -2.961 0.833 0.3 -0.9 0.3
C -6.992 -4.037 -0.105 0.3 0.4 0.5
H -9.032 1.241 2.422 0.3 0.1 0.1
H -9.217 0.669 0.823 0.1 -0.4 -0.6
H -8.321 2.176 1.091 0.2 0.3 -0.2
H -6.638 0.739 3.477 0.1 0.5 -0.4
H -6.220 2.104 2.371 -0.3 -0.3 -0.3
H -4.279 0.197 3.044 -0.4 0.6 -0.3
H -4.450 0.841 1.368 0.5 0.6 -0.2
H -6.367 -1.843 3.139 -0.1 0.2 0.5
H -4.601 -2.324 3.201 -0.1 0.1 0.3
H -6.144 -4.179 2.410 -0.2 0.2 -0.2
H -4.982 -3.752 1.133 -0.1 0.4 0.6
H -8.017 -3.998 -0.399 -0.5 -0.1 -0.7
H -6.814 -4.987 0.401 -0.1 -0.1 -0.1
H -6.265 -3.919 -0.915 -0.3 0.0 -0.1
C 6.584 -2.832 -3.472 -1.1 -2.0 0.9
C 6.954 -1.463 -3.057 1.4 1.4 0.2
C 6.232 -0.978 -1.767 0.8 -0.3 -0.3
C 6.686 0.408 -1.307 -0.5 0.1 -0.9
N 6.248 0.806 0.080 0.6 -0.2 -0.3
C 6.715 2.226 0.332 0.5 0.3 -0.3
C 6.987 2.372 1.865 0.1 -2.8 -1.3
C 6.712 0.891 2.367 1.1 -0.3 1.4
C 6.929 -0.019 1.152 -1.3 0.0 0.5
C 4.747 0.723 0.237 0.4 0.3 1.0
H 6.923 -3.191 -4.457 0.1 0.3 0.5
H 5.514 -3.038 -3.383 -0.3 0.3 -0.5
H 6.940 -3.484 -2.655 0.3 -0.3 -0.6
H 6.895 -0.766 -3.934 0.1 -0.2 1.0
H 8.019 -1.618 -2.728 -0.6 1.0 -0.7
H 6.526 -1.686 -1.009 -0.1 -0.6 0.4
H 5.150 -1.038 -1.864 -0.1 0.2 -0.1
H 6.210 1.082 -2.023 0.1 0.5 0.3
H 7.775 0.583 -1.372 -0.5 -0.4 0.1
H 5.975 2.898 -0.104 -0.1 0.0 0.3
H 7.633 2.331 -0.291 -0.5 0.1 0.8
H 6.292 2.990 2.371 -0.3 1.1 0.2
H 8.048 2.623 1.971 -0.5 0.2 0.4
H 5.753 0.725 2.889 0.0 0.3 -0.9
H 7.406 0.584 3.177 0.0 0.3 -0.6
H 6.401 -1.017 1.209 0.8 1.1 0.1
H 8.001 -0.108 0.941 -0.3 -0.1 -0.2
H 4.372 1.250 -0.646 -0.4 -0.2 0.5
H 4.463 1.188 1.243 0.3 -0.7 -1.7
H 4.507 -0.350 0.275 -0.2 0.6 0.0
C -4.406 -3.897 6.110 0.1 -1.9 -1.9
C -3.785 -2.559 5.902 0.2 2.1 0.8
C -2.455 -2.455 5.145 -0.8 0.1 1.1
C -1.208 -2.807 5.904 -2.3 0.3 2.3
N -0.168 -3.360 5.075 0.1 -0.5 0.0
C -0.560 -4.694 4.519 1.2 1.1 -0.9
C 0.777 -5.349 4.122 -1.5 -0.2 -0.2
C 1.839 -4.740 5.040 0.0 0.0 1.1
C 1.023 -3.725 5.908 -0.2 -1.3 0.3
C 0.119 -2.333 4.040 1.0 -2.0 -2.1
H -3.956 -4.511 6.890 -0.3 0.3 0.5
H -4.212 -4.551 5.203 -0.3 0.7 0.6
H -5.500 -3.842 6.158 0.3 -0.1 0.6
H -3.728 -2.020 6.886 0.1 -0.3 -0.8
H -4.440 -1.914 5.287 -0.1 -0.4 0.5
H -2.376 -1.453 4.800 0.2 0.9 -0.3
H -2.558 -3.072 4.313 -0.2 -1.2 -1.7
H -1.497 -3.539 6.676 0.4 -0.1 -0.2
H -0.963 -1.885 6.455 0.8 -0.4 -0.4
H -1.244 -4.535 3.708 -0.2 -0.1 -0.5
H -1.037 -5.238 5.287 -0.6 -0.5 1.0
H 0.933 -5.104 3.059 0.3 -0.7 0.4
H 0.502 -6.401 4.341 1.1 0.2 -0.8
H 2.700 -4.284 4.519 -0.7 0.1 0.1
H 2.271 -5.503 5.705 -0.2 0.2 -0.2
H 1.565 -2.857 6.155 0.7 1.1 0.2
H 0.563 -4.144 6.858 0.8 0.1 -1.1
H -0.728 -2.231 3.312 0.9 -0.4 0.7
H 1.096 -2.631 3.550 -1.2 0.6 0.3
H 0.208 -1.482 4.621 0.6 2.2 0.6
C -1.391 -1.583 -9.093 -0.6 -0.5 0.5
C -0.624 -2.549 -8.190 -0.1 -0.2 -1.1
C -0.292 -1.966 -6.861 0.9 -0.1 2.0
C 0.959 -1.072 -6.965 -0.4 -1.3 -0.6
N 1.120 0.046 -6.002 -0.6 0.5 -2.0
C -0.037 1.011 -6.057 0.2 1.4 1.3
C 0.650 2.416 -6.025 -0.6 -0.4 -0.7
C 1.914 2.181 -6.874 -1.8 2.1 -2.1
C 2.342 0.884 -6.424 1.3 -1.7 3.2
C 1.264 -0.540 -4.685 -0.8 0.3 0.3
H -1.706 -2.068 -9.999 0.5 -0.1 -0.8
H -0.859 -0.657 -9.295 -0.1 0.1 -0.1
H -2.368 -1.390 -8.659 0.0 0.6 0.5
H 0.291 -2.856 -8.727 -0.3 -0.2 0.3
H -1.253 -3.420 -8.010 0.1 -0.2 -0.2
H -0.186 -2.751 -6.078 0.3 0.4 -0.5
H -1.107 -1.381 -6.491 -0.7 0.6 0.1
H 0.858 -0.669 -7.968 0.7 0.4 -0.1
H 1.855 -1.711 -6.852 -0.3 0.4 -0.4
H -0.653 0.786 -5.165 -0.1 0.3 -0.8
H -0.584 0.954 -6.994 -0.1 -0.6 0.0
H 0.872 2.787 -5.029 0.2 -0.2 0.3
H 0.014 3.158 -6.502 -0.2 0.0 0.1
H 2.622 2.995 -6.726 0.2 -0.3 0.0
H 1.668 2.193 -8.002 0.2 -0.1 1.7
H 2.897 0.983 -5.430 -0.2 -0.2 -1.5
H 2.847 0.288 -7.138 0.9 -0.5 -0.5
H 0.380 -1.100 -4.452 -0.5 -0.4 0.1
H 1.326 0.254 -3.984 0.4 0.6 0.8
H 2.110 -1.163 -4.724 1.2 -0.7 0.3
C 0.447 6.826 3.427 -0.6 -1.1 0.0
C 1.772 6.517 4.117 -0.9 -0.3 -0.1
C 1.964 5.018 4.239 -0.3 -0.3 0.0
C 3.383 4.758 4.601 0.9 -0.3 1.2
N 3.746 3.343 5.067 -0.5 0.9 -0.2
C 3.076 3.011 6.423 0.4 0.6 0.6
C 3.842 1.816 6.925 0.9 -0.1 -0.8
C 5.262 2.101 6.403 2.1 -0.3 0.3
C 5.215 3.287 5.427 -1.9 -1.5 -0.2
C 3.513 2.293 3.975 -0.6 -0.3 3.1
H 0.166 7.857 3.415 0.1 0.7 -0.1
H -0.426 6.296 3.864 0.6 0.2 0.3
H 0.452 6.428 2.412 0.3 0.3 -0.2
H 1.844 6.953 5.095 -0.2 0.3 0.7
H 2.606 6.935 3.587 0.4 0.3 -0.7
H 1.820 4.571 3.277 -0.4 -0.3 -0.8
H 1.225 4.564 4.900 0.1 0.1 0.3
H 3.694 5.455 5.409 0.0 -0.6 -0.3
H 3.980 4.965 3.722 0.4 -0.1 -0.1
H 2.003 2.842 6.405 0.0 0.2 -0.6
H 3.318 3.857 7.094 -0.3 0.0 -0.6
H 3.472 0.975 6.386 -0.4 -0.9 -0.1
H 3.808 1.583 7.998 -0.2 0.5 -0.4
H 5.783 1.234 5.942 -0.7 0.3 0.2
H 5.964 2.387 7.198 -0.3 -0.1 0.1
H 5.749 3.175 4.498 0.4 0.1 -0.1
H 5.387 4.202 5.897 0.8 1.4 0.7
H 4.185 1.476 4.228 -0.3 -0.1 -0.3
H 3.697 2.676 3.024 0.4 0.9 -1.4
H 2.492 1.972 4.134 -0.2 -0.3 -0.4
C -4.022 3.871 4.002 0.9 0.5 0.2
C -2.602 3.839 3.409 0.6 0.4 1.1
C -2.188 2.724 2.482 -1.7 -0.5 0.3
C -0.962 2.988 1.667 -1.3 0.5 -0.9
N -0.511 1.723 0.950 2.0 1.4 -0.7
C 0.631 2.147 -0.065 -2.0 -1.3 -0.5
C 0.386 1.149 -1.286 1.4 2.6 0.3
C -0.706 0.230 -0.824 -0.3 -1.0 -1.6
C -1.542 1.017 0.117 -1.4 -0.1 0.5
C 0.110 0.765 1.894 -0.5 -0.3 1.6
H -4.052 4.773 4.661 -0.2 -0.7 -0.5
H -4.268 3.009 4.637 -0.1 0.0 -0.4
H -4.698 4.027 3.163 -0.5 -0.2 0.2
H -1.869 3.725 4.202 0.1 0.5 0.6
H -2.451 4.826 3.013 0.3 0.5 -0.6
H -3.041 2.547 1.804 0.6 -0.4 0.3
H -2.042 1.922 3.209 0.0 -0.7 -0.5
H -0.157 3.406 2.269 0.3 -0.2 -0.2
H -1.298 3.738 0.892 0.8 -0.8 0.5
H 1.601 2.075 0.388 0.3 -0.2 0.5
H 0.414 3.182 -0.257 0.1 0.2 -0.5
H 1.389 0.692 -1.546 -1.4 0.4 0.0
H -0.007 1.855 -2.096 0.7 -1.3 0.7
H -0.380 -0.665 -0.333 0.5 -0.5 0.2
H -1.202 -0.086 -1.754 -0.4 -0.1 0.6
H -2.149 0.418 0.828 0.4 0.1 -0.6
H -2.264 1.651 -0.436 1.0 0.3 0.7
H -0.694 0.320 2.511 0.5 0.0 -0.3
H 0.766 1.302 2.580 0.0 0.1 -0.1
H 0.724 -0.021 1.452 -0.4 0.2 -0.4
C 4.131 -7.071 -4.334 0.2 1.3 -1.7
C 3.487 -5.728 -4.009 1.4 0.0 0.9
C 2.857 -5.805 -2.598 1.1 1.3 0.2
C 2.254 -4.427 -2.392 -0.8 1.2 -0.6
N 1.618 -4.120 -1.103 -0.9 1.0 1.6
C 1.205 -2.627 -1.185 -0.8 0.3 0.1
C 2.418 -1.808 -0.719 -0.6 -0.7 1.9
C 3.374 -2.859 -0.085 -0.3 1.7 1.0
C 2.548 -4.088 0.128 0.5 -0.7 -1.4
C 0.394 -4.925 -0.840 -0.2 -0.4 -0.6
H 5.158 -6.923 -4.103 0.9 -0.5 0.9
H 4.239 -7.319 -5.395 -0.8 0.0 0.0
H 3.661 -7.822 -3.771 -0.3 -1.4 0.5
H 2.719 -5.313 -4.618 -0.7 -0.3 -1.1
H 4.337 -5.004 -4.110 -0.9 -0.1 0.6
H 3.587 -5.994 -1.772 -0.2 0.0 -0.8
H 2.153 -6.628 -2.578 -0.4 0.1 0.0
H 1.437 -4.099 -3.115 1.1 -1.0 0.5
H 2.990 -3.601 -2.424 0.3 -0.8 -0.6
H 0.302 -2.568 -0.492 1.2 0.2 -1.1
H 0.992 -2.349 -2.249 -0.5 -0.7 1.1
H 2.162 -1.066 0.052 -0.3 -0.3 -0.1
H 2.866 -1.220 -1.482 0.5 0.2 -1.0
H 3.854 -2.459 0.835 -0.6 -0.6 -0.2
H 4.140 -3.013 -0.780 1.4 -0.7 -1.0
H 1.909 -4.043 0.968 -0.8 0.4 1.0
H 3.124 -5.015 0.230 -0.2 0.2 -0.3
H 0.621 -5.985 -0.750 0.3 0.0 0.0
H -0.311 -4.781 -1.653 0.2 0.0 -0.3
H -0.132 -4.570 0.026 0.2 0.2 0.6
O -2.802 -3.324 -3.406 -0.2 -0.3 0.6
C -1.528 -2.780 -3.507 -0.7 1.0 -1.6
O -0.594 -3.565 -3.722 0.0 0.6 0.6
O -1.594 -1.503 -3.556 0.9 -1.5 0.7
H -2.757 -4.275 -3.563 0.3 0.0 0.0
O -2.453 -4.084 -0.162 1.0 1.1 1.6
C -2.409 -2.804 0.472 -1.0 0.0 -1.0
O -3.353 -2.019 0.163 0.1 -0.7 -0.9
O -1.490 -2.540 1.221 1.1 -0.7 0.6
H -2.997 -3.954 -0.924 -0.9 0.1 -0.9
O 3.125 -1.365 4.838 -0.4 1.3 0.5
C 3.483 -1.390 3.501 -0.9 -1.0 0.7
O 3.737 -2.520 3.089 0.6 -1.3 -0.6
O 3.427 -0.349 2.846 0.1 1.8 -0.7
H 2.624 -0.523 5.028 0.4 -0.9 -0.3
O -0.086 2.279 5.757 -1.9 1.1 1.1
C 0.005 0.919 5.592 -1.8 -0.2 -1.0
O 1.174 0.607 5.407 1.3 -1.5 -0.1
O -1.085 0.264 5.523 1.6 0.8 0.4
H -0.995 2.426 6.109 0.7 0.1 -0.5
C -4.842 5.126 -0.309 -1.2 2.4 -1.1
F -3.978 5.261 0.648 0.7 -0.3 1.4
F -6.044 5.654 0.075 1.2 -0.9 -0.2
F -4.394 5.916 -1.315 -0.4 -0.7 0.1
S -5.008 3.380 -0.835 -3.3 -0.7 -1.5
O -4.189 2.623 0.028 1.8 -0.8 1.5
O -6.412 3.032 -0.771 0.8 0.8 0.0
N -4.572 3.330 -2.333 1.0 0.1 -0.6
S -3.031 3.237 -2.742 -1.0 -1.3 -1.5
O -2.097 3.807 -1.841 0.7 0.7 0.8
O -2.715 1.890 -3.225 -0.1 0.7 0.3
C -3.047 4.259 -4.335 0.3 -0.9 1.6
F -3.578 3.561 -5.317 0.2 -0.2 -0.5
F -3.816 5.298 -4.116 0.6 0.9 -0.3
F -1.754 4.540 -4.609 -1.1 0.3 -0.1
C 3.652 6.599 -0.007 0.0 -1.2 0.9
F 3.013 7.095 -1.033 -0.5 0.2 -0.2
F 4.938 6.599 -0.249 1.2 0.6 -0.3
F 3.420 7.321 1.117 -0.1 -0.6 -0.9
S 3.278 4.764 0.325 -0.6 0.6 -1.3
O 4.256 4.448 1.324 0.1 -0.3 0.8
O 1.875 4.768 0.676 0.6 -0.5 -0.3
N 3.755 3.896 -0.959 0.0 1.0 0.9
S 3.135 3.351 -2.287 -1.3 -0.8 1.6
O 3.547 1.941 -2.379 -0.6 1.2 -0.7
O 1.734 3.709 -2.484 1.5 -0.6 -0.4
C 4.074 4.168 -3.635 0.6 1.7 2.5
F 5.401 4.113 -3.486 -0.1 0.1 0.4
F 3.793 3.549 -4.714 -0.9 -0.6 -2.5
F 3.694 5.469 -3.629 0.3 -0.9 -0.6
```
Positions in Å, forces in eV/Å.

Output
- energy relative to the best compared isomer or geometry (same formula, charge and spin) (eV) = 0.0000
- charge = +2
- HOMO (eV) = -11.59



[2]
Below is C4H8ClLi2O5 as an isolated structure in a non-equilibrium geometry, with properties calculated with ωB97M-V/def2-TZVPD.

```
20
Properties=species:S:1:pos:R:3:forces:R:3
Li -1.158 3.426 -2.869 -0.3 -0.4 0.9
Li 0.982 3.609 1.707 -1.0 -0.6 0.1
Cl -1.870 2.648 0.642 -2.1 0.6 2.7
O -0.719 2.397 1.521 1.6 0.5 -0.5
O -2.838 1.654 0.930 0.4 0.0 -0.7
O -2.360 3.959 0.933 0.2 0.2 -0.2
O -1.465 2.622 -0.732 1.2 -0.2 -2.5
C 0.800 -0.641 -0.646 -0.2 0.6 -0.2
C 1.501 -1.979 -0.809 1.0 0.8 0.0
C 1.106 -2.671 0.477 -0.7 -0.7 -0.8
O -0.253 -2.288 0.690 -0.1 0.1 -0.2
C -0.460 -0.970 0.156 0.6 -0.2 0.8
H 0.563 -0.099 -1.566 0.1 -0.2 -0.1
H 1.435 0.028 -0.056 0.0 -0.1 0.0
H 2.580 -1.813 -0.866 0.0 -0.2 -0.1
H 1.210 -2.503 -1.718 -0.3 -0.2 0.2
H 1.724 -2.411 1.338 0.1 0.1 -0.1
H 1.118 -3.746 0.289 0.0 -0.1 0.5
H -0.515 -0.285 1.006 -0.4 0.1 -0.1
H -1.379 -0.938 -0.427 0.0 -0.1 0.1
```
Positions in Å, forces in eV/Å.

Output
- charge = +1
- HOMO (eV) = -11.64



- Among the records above, which one has the lowest charge?
  C4H8ClLi2O5



- The highest HOMO belongs to which entry?
  C74H156F12N10O24S4